No. 1
58
Properties=species:S:1:pos:R:3:forces:R:3:mulliken_charge:R:1 method="wB97M-V/def2-TZVPD" lumo_energy_ev=0.2376 spin_multiplicity=1 homo_lumo_gap_ha=0.363 molar_mass_g_mol=1365.9 e_above_lowest_kj_mol=34.76
Cl 0.0552 -1.0282 5.5861 0.00 -0.14 -0.02 -0.12
C 1.4483 -0.4046 4.7176 0.47 -0.53 -0.05 -0.18
Cl 1.0068 1.0015 3.7792 0.11 0.37 -0.09 -0.03
Cl 2.2356 -1.6278 3.6934 -0.32 -0.04 0.09 -0.10
H 2.2210 -0.1588 5.4317 -0.18 0.36 0.16 0.37
Cl 0.4338 0.6500 -4.0685 -0.04 0.07 -0.19 -0.09
C 1.8880 1.6385 -4.0338 0.23 0.06 0.14 -0.05
Cl 2.6576 1.7693 -5.6108 -0.05 -0.12 -0.05 -0.14
Cl 3.0140 0.9950 -2.8253 -0.03 0.21 -0.10 -0.12
H 1.6180 2.6415 -3.7346 -0.10 0.00 0.09 0.34
Br 1.9657 -6.0635 -0.0410 -0.16 0.06 -0.10 -0.16
C 1.9978 -4.2134 -0.6950 -0.23 -0.27 0.24 -0.40
C 2.8382 -4.1947 -1.9400 0.04 0.45 0.45 -0.54
Br 2.9938 -2.3641 -2.6042 0.13 -0.32 -0.25 -0.12
H 2.4117 -3.6639 0.1399 0.15 0.23 -0.14 0.28
H 0.9757 -3.8923 -0.8676 -0.04 -0.10 0.01 0.17
H 2.3793 -4.7759 -2.7284 0.20 -0.19 -0.08 0.36
H 3.8398 -4.5134 -1.6763 0.09 -0.17 -0.41 0.42
Br -2.2904 -0.0523 2.2519 -0.06 -0.01 0.40 -0.12
C -2.4290 1.8137 2.7981 0.05 -0.04 -0.12 -0.08
C -3.4986 1.9200 3.8397 0.21 0.01 0.42 -0.65
Br -3.7659 3.7986 4.2396 -0.09 0.15 0.03 -0.18
H -2.6538 2.4352 1.9366 0.10 -0.21 -0.18 0.31
H -1.4514 2.0475 3.1999 0.03 0.23 0.01 0.01
H -3.1660 1.4668 4.7683 -0.17 -0.12 0.02 0.39
H -4.4452 1.5010 3.5240 -0.09 0.04 -0.05 0.40
Br -4.3135 0.8672 -1.8603 -0.14 0.14 -0.09 -0.16
C -3.6218 -0.6061 -0.8372 0.81 -0.48 0.09 0.51
C -4.6982 -1.3085 -0.0649 -0.07 -0.21 -0.14 -0.59
Br -4.0010 -3.0391 0.5092 0.04 0.02 0.10 -0.17
H -2.8401 -0.2292 -0.1820 -0.30 0.18 -0.16 -0.44
H -3.1305 -1.3143 -1.5011 -0.26 0.21 -0.33 -0.02
H -5.5406 -1.5294 -0.7105 -0.16 0.02 0.16 0.46
H -4.9910 -0.7924 0.8409 -0.13 0.12 -0.03 0.32
Br 0.1283 -4.4580 -6.6932 -0.01 -0.20 -0.31 -0.15
C -0.2220 -4.1826 -4.8242 0.30 -0.04 0.53 -0.32
C -0.8488 -2.8388 -4.6451 -0.52 0.27 0.12 -0.66
Br -0.8639 -2.3843 -2.7497 0.00 -0.05 0.09 -0.07
H 0.7297 -4.2123 -4.3004 0.08 -0.08 -0.15 0.01
H -0.8588 -4.9740 -4.4439 -0.02 -0.11 -0.14 0.39
H -1.9001 -2.8370 -4.9123 0.03 0.03 -0.25 0.38
H -0.3167 -2.0626 -5.1830 0.08 0.10 0.13 0.45
Br 1.6738 -0.7136 0.1721 -0.19 0.08 0.29 -0.10
C 0.1259 0.3069 -0.3957 0.05 0.41 -0.21 0.65
C 0.3936 1.7665 -0.0833 0.23 -0.90 -0.23 -0.07
Br -1.1297 2.7876 -0.7091 0.03 0.16 0.19 -0.17
H -0.7422 -0.0450 0.1511 0.18 -0.15 -0.07 -0.30
H 0.0141 0.1536 -1.4649 -0.02 -0.12 0.07 -0.29
H 1.2723 2.0979 -0.6286 -0.02 0.21 0.07 0.40
H 0.5516 1.8733 0.9837 -0.20 0.37 0.01 -0.11
Br 0.8088 4.2989 2.3620 -0.12 0.21 0.05 -0.13
C 2.3802 4.6941 3.4277 0.22 -0.68 0.49 -0.62
C 3.3054 5.6055 2.6783 0.08 -0.11 -0.24 -0.56
Br 4.8762 5.9060 3.7821 0.01 0.09 -0.05 -0.16
H 2.8713 3.7383 3.6054 -0.02 -0.04 -0.21 0.36
H 2.0841 5.0301 4.4173 -0.24 0.44 -0.21 0.43
H 2.8843 6.5666 2.4075 -0.08 0.08 0.21 0.38
H 3.6393 5.1087 1.7713 0.11 0.07 0.01 0.35

No. 2
51
Properties=species:S:1:pos:R:3:forces:R:3:mulliken_charge:R:1 method="wB97M-V/def2-TZVPD" lumo_energy_ev=-5.9697 total_charge=+2 spin_multiplicity=1 homo_lumo_gap_ha=0.296 molar_mass_g_mol=693.6 e_above_lowest_kj_mol=38.42
Tl -0.3822 -1.8938 0.9686 -0.11 0.07 0.15 0.56
Br 2.8322 -2.1182 1.9134 -0.05 -0.09 -0.20 -0.06
C 3.0185 -0.7818 3.2791 0.04 0.10 0.09 -0.48
Br 1.5897 0.5209 3.2978 0.03 -0.07 -0.06 -0.05
H 3.9425 -0.2550 3.0799 -0.02 0.01 0.07 0.34
H 3.0226 -1.2876 4.2356 0.00 0.06 0.01 0.36
O 0.8144 0.7299 -0.3149 -0.09 -0.19 -0.02 -0.50
N 0.3401 1.8126 -0.2876 0.18 -0.08 0.13 1.07
O 0.7086 2.8447 -0.7418 0.12 0.28 -0.16 -0.47
O -0.8933 1.8628 0.4386 -0.25 0.09 0.06 -0.19
C -2.0376 4.1015 -0.8159 -0.08 0.00 -0.19 -1.32
P -1.5507 3.3647 0.7167 0.05 -0.21 -0.06 1.03
C -2.9749 2.8586 1.6408 -0.10 -0.04 0.05 -1.15
C -0.4647 4.3607 1.6454 0.19 0.20 0.25 0.75
C 0.0667 5.5336 1.0985 0.04 -0.05 0.07 -0.19
C 0.8959 6.3275 1.8721 -0.02 -0.05 -0.02 -0.77
C 1.1986 5.9484 3.1726 0.01 0.00 0.05 -0.41
C 0.6745 4.7811 3.7199 0.00 0.03 -0.04 -0.85
C -0.1646 3.9865 2.9638 0.02 0.06 -0.05 -0.47
H -2.5960 5.0142 -0.5988 -0.01 0.00 0.01 0.47
H -2.6933 3.4020 -1.3367 0.00 0.04 -0.05 0.37
H -1.1764 4.3390 -1.4363 -0.04 0.00 0.00 0.45
H -3.5522 3.7534 1.8807 -0.01 0.00 0.01 0.41
H -2.6726 2.3733 2.5672 -0.02 -0.02 0.00 0.39
H -3.5843 2.1786 1.0462 -0.01 0.00 0.01 0.41
H -0.1569 5.8289 0.0827 -0.01 0.00 -0.02 0.33
H 1.3086 7.2376 1.4609 0.00 0.01 -0.01 0.42
H 1.8468 6.5730 3.7724 0.01 0.00 0.00 0.42
H 0.9137 4.5019 4.7362 0.00 0.00 0.01 0.44
H -0.5845 3.0889 3.4009 0.00 -0.03 -0.01 0.35
C -1.1455 -5.7605 -1.7513 0.06 -0.06 -0.04 -1.11
N -0.1277 -4.8609 -1.2158 -0.06 0.07 0.02 0.15
C 0.1519 -5.0340 0.1939 -0.01 -0.01 0.02 -1.19
C 0.2080 -3.7083 -1.8599 0.06 0.02 0.03 0.90
N 0.3859 -2.5878 -1.1827 0.11 -0.21 -0.06 -0.62
N 0.3395 -3.7744 -3.2030 -0.03 0.01 -0.08 0.08
C 0.3723 -2.5571 -3.9964 0.01 -0.01 0.02 -1.23
C 0.8187 -4.9716 -3.8932 -0.03 0.04 0.05 -1.13
H -2.0313 -5.7344 -1.1123 0.00 0.00 0.02 0.37
H -0.7808 -6.7871 -1.7909 0.02 -0.01 0.01 0.34
H -1.4345 -5.4531 -2.7509 -0.02 0.01 0.01 0.38
H 0.4334 -6.0701 0.3857 -0.03 -0.01 -0.03 0.33
H -0.7242 -4.8225 0.8224 0.00 0.03 -0.01 0.29
H 0.9893 -4.4049 0.4906 0.02 -0.03 -0.01 0.33
H 0.8901 -1.9030 -1.7317 -0.01 0.05 -0.02 0.18
H -0.3240 -1.8247 -3.5928 -0.01 0.01 0.01 0.43
H 0.0607 -2.7952 -5.0116 0.01 -0.01 0.00 0.35
H 1.3760 -2.1229 -4.0413 0.01 0.01 -0.01 0.37
H 1.0155 -5.7645 -3.1800 0.01 -0.01 0.00 0.37
H 1.7492 -4.7359 -4.4110 0.00 0.01 -0.02 0.41
H 0.0882 -5.3150 -4.6256 0.00 -0.02 -0.01 0.34

No. 3
68
Properties=species:S:1:pos:R:3:forces:R:3:mulliken_charge:R:1 method="wB97M-V/def2-TZVPD" lumo_energy_ev=-5.4534 spin_multiplicity=1 homo_lumo_gap_ha=0.051 molar_mass_g_mol=813.5 e_above_lowest_kj_mol=384.13
C 5.1228 -4.3536 -0.8599 -0.75 -1.51 0.93 0.13
C 5.3918 -3.6274 -1.7711 -0.18 0.77 -2.58 -0.60
C 5.5969 -2.7920 -3.0551 0.85 -0.03 1.92 -0.66
C 5.3680 -1.2649 -2.6733 0.64 -0.13 -1.29 -0.41
C 3.8828 -0.7637 -2.8767 0.87 -1.03 -0.86 -0.88
N 3.1125 -0.5130 -1.6350 1.51 1.40 0.21 0.25
O 2.7544 -1.6499 -0.9596 -0.95 -1.15 0.35 -0.16
C 1.3405 -1.8400 -1.2473 -1.72 0.44 -2.02 0.11
C 0.9018 -3.3547 -1.2091 1.88 1.17 0.99 -0.36
O -0.5185 -3.5694 -1.0303 1.47 1.76 -0.44 -0.17
C -1.3292 -2.7662 -1.9214 -1.82 -0.61 -1.75 -0.11
C -0.9203 -2.8952 -3.4635 -0.03 1.28 0.60 -0.99
S 3.7974 0.6227 -0.6006 0.52 4.07 -0.50 1.11
O 4.5920 1.5498 -1.3783 -0.64 -2.09 0.58 -0.64
O 2.7348 1.3462 0.1254 0.79 -2.76 0.83 -0.37
F 4.8157 -0.0277 0.4813 -1.76 0.12 -2.15 -0.23
H 4.7627 -5.1544 -0.1817 0.66 1.31 -0.67 0.40
H 6.6794 -2.9326 -3.3485 -1.15 0.23 0.25 0.32
H 4.9860 -3.1393 -3.9253 0.26 0.22 0.97 0.34
H 5.7850 -1.1118 -1.6477 -0.59 0.01 -0.82 0.37
H 6.0245 -0.6718 -3.3784 -0.77 -0.44 0.83 0.27
H 3.8562 0.1189 -3.5705 -0.11 -0.59 1.17 0.33
H 3.3325 -1.5864 -3.4251 0.27 0.90 0.84 0.41
H 0.6740 -1.1870 -0.6301 1.13 -0.74 -0.38 0.22
H 1.1916 -1.4822 -2.3154 0.24 -0.36 1.03 0.09
H 1.3981 -3.8144 -0.2940 -0.76 0.05 -1.08 0.38
H 1.3182 -3.9242 -2.0849 -0.60 0.56 0.90 0.22
H -2.3760 -3.1707 -1.8468 1.24 0.23 0.46 0.47
H -1.4123 -1.6899 -1.6045 0.50 -1.22 -0.22 0.22
H -1.8789 -2.9606 -4.0474 1.06 -0.26 0.51 0.35
H -0.2160 -3.7371 -3.6652 -0.81 0.63 0.08 0.26
H -0.4563 -1.9049 -3.7522 -0.23 -1.26 0.04 0.26
Cl 4.5819 -0.0002 3.0983 -2.29 0.52 0.93 -0.66
C -4.0663 -3.4007 2.6637 -0.09 -0.19 -0.24 -1.05
C -3.1700 -2.6044 1.7528 0.01 -0.14 -0.39 0.68
O -3.1833 -2.7745 0.5543 -0.29 0.09 0.15 -0.52
C -2.2592 -1.5870 2.4037 0.05 0.48 -0.15 -0.76
H -4.6647 -4.0903 2.0675 0.08 0.08 -0.02 0.34
H -3.4649 -3.9767 3.3681 -0.11 0.19 0.21 0.26
H -4.7371 -2.7310 3.2046 0.17 -0.06 0.23 0.32
H -1.5814 -2.0850 3.0974 -0.21 0.03 0.18 0.28
H -2.8606 -0.8429 2.9315 0.01 -0.23 0.32 0.41
H -1.6677 -1.0828 1.6366 -0.16 -0.18 -0.10 0.08
Ca 1.9380 0.6008 3.0213 2.31 -0.69 -1.04 1.40
F 2.6051 4.5801 -2.5210 -0.45 0.18 -1.71 -0.31
P 1.3155 4.6378 -1.5524 3.61 -1.74 -4.44 0.94
F 2.4454 3.9562 -0.6276 -0.71 0.40 2.23 -0.25
F 0.7758 5.3386 -0.1624 -0.73 -0.12 3.32 -0.32
F 0.3621 3.3724 -1.1494 -0.32 -0.69 2.15 -0.26
F 0.4060 4.3932 -2.8708 -0.49 1.42 -0.94 -0.28
F 1.2341 6.2199 -1.8936 0.39 0.67 -0.72 -0.28
Mg -1.0231 5.4890 0.0342 -1.49 0.01 0.17 0.76
Cl -5.2719 6.1111 1.2358 0.30 -0.15 0.21 -0.09
C -5.6428 7.6907 1.9772 0.79 0.27 0.83 -0.48
C -4.8182 8.8104 1.3813 -0.10 0.06 -0.02 -0.21
Cl -3.0967 8.6716 1.8072 0.07 -0.08 -0.04 -0.17
H -5.4851 7.6060 3.0520 -0.02 -0.07 -0.09 0.39
H -6.7126 7.8795 1.8032 0.27 0.26 0.63 0.14
H -5.1650 9.7701 1.7657 -0.03 -0.10 0.04 0.35
H -4.8973 8.8324 0.2930 0.04 -0.03 0.06 0.21
F 0.8970 -5.5538 -0.8915 -0.37 -0.85 0.12 -0.56
O -3.9000 -2.1254 7.3532 -0.24 0.00 -0.41 -0.49
S -2.9585 -2.9031 6.5362 0.20 0.16 0.16 1.26
O -3.6191 -4.1321 6.0786 -0.02 -0.10 0.38 -0.49
O -1.7784 -3.2354 7.3455 0.07 -0.28 -0.34 -0.51
O -2.5359 -2.1163 5.3669 0.07 0.35 0.24 -0.45
Mg -7.3086 7.3538 0.0218 -1.22 -0.24 -1.67 -0.02
F -0.6464 -1.9518 0.2646 -0.16 -0.23 1.01 -0.59